52
Properties=species:S:1:pos:R:3:forces:R:3:mulliken_charge:R:1 method="wB97M-V/def2-TZVPD" e_lumo_ev=-13.914 relative_energy_kcal_mol=0.0 molar_mass_g_mol=689.333 total_charge=+4 e_tot_ha=-2075.46829 homo_ev=-20.518
C 2.9385 2.9972 2.6775 -0.005 0.007 -0.012 -0.936
P 1.0310 -0.4127 1.7964 -0.078 0.127 0.069 0.358
C 2.4815 1.6865 2.6747 -0.004 -0.009 0.010 -0.972
C -0.7256 -0.2877 1.4547 0.098 -0.024 -0.030 -0.115
C -2.8161 -0.3432 -5.8035 0.007 0.006 0.006 -0.696
C 0.5152 -1.7751 4.0756 -0.007 0.033 -0.015 -0.389
C 0.9006 -2.5002 5.1855 0.016 -0.004 0.009 -0.855
C -2.6418 -1.3447 0.3223 0.012 0.108 -0.025 -0.716
H -0.9427 1.8509 1.8388 0.001 0.011 0.001 0.700
C -0.5358 -0.9171 -5.2127 -0.002 0.016 -0.029 -0.690
C 1.7179 1.2002 1.6027 -0.025 -0.018 -0.047 1.102
H 3.6237 -1.3733 2.6388 0.002 -0.005 0.000 0.467
C -1.9234 -1.5142 -5.4072 -0.002 -0.007 0.015 -0.492
Ta -0.8816 -0.0315 -0.8225 -0.191 0.182 -0.271 1.303
H -2.6140 -0.0357 -6.8295 0.008 -0.004 -0.001 0.363
H -1.0752 -2.4678 1.2572 -0.013 0.014 0.006 0.536
H -3.1918 -2.2238 0.0029 0.008 -0.012 -0.002 0.468
C 1.4343 2.0603 0.5197 -0.021 -0.093 0.063 0.366
H -2.9173 2.0950 0.3726 -0.006 -0.008 -0.008 0.525
H -0.1068 -0.5521 -6.1559 0.009 -0.015 0.001 0.494
C 1.8796 3.3606 0.5370 0.017 -0.006 -0.005 -0.744
H 1.4382 1.2732 -1.3339 -0.026 -0.013 -0.035 0.442
H 2.9786 4.8585 1.6127 -0.002 0.001 0.003 0.463
I 1.4892 -1.6993 -0.3428 0.073 0.032 -0.132 0.205
H 3.5225 3.3605 3.5127 0.002 0.003 -0.002 0.487
H -0.5277 -1.5136 3.9400 -0.002 -0.008 -0.006 0.426
H -1.8867 -2.2821 -6.1798 -0.001 0.011 -0.012 0.414
S -0.7769 0.6224 -4.3034 0.087 -0.038 -0.046 0.284
H -2.5668 1.8148 -5.2985 -0.019 -0.002 0.005 0.469
C -1.3758 0.9733 1.3734 -0.021 0.079 -0.074 -0.052
C 2.8651 -1.6844 3.3495 -0.012 0.012 -0.007 -0.178
C -1.4501 -1.4817 1.0091 -0.002 -0.033 -0.008 0.040
C 3.2222 -2.4177 4.4593 -0.002 0.003 0.001 -0.858
C -2.4659 1.1204 0.5186 0.102 -0.056 -0.030 -0.594
N 0.7064 1.5976 -0.6905 0.022 -0.013 0.110 -0.328
H 0.3463 2.4486 -1.1284 -0.023 -0.010 -0.010 0.417
C 2.2433 -2.8216 5.3724 -0.007 -0.003 0.006 -0.478
C -3.0210 -0.0476 -0.1416 0.022 -0.100 0.061 -0.768
C 2.6318 3.8328 1.6178 0.007 -0.015 0.016 -0.714
H 1.6692 4.0289 -0.2914 0.002 -0.002 -0.003 0.484
H 0.1606 -2.8176 5.9078 -0.002 0.002 -0.002 0.471
H 2.6966 1.0461 3.5203 0.001 0.000 0.001 0.504
H -3.1036 0.8199 -3.9335 0.007 -0.025 0.009 0.239
C 1.5059 -1.3517 3.1656 0.020 -0.066 0.011 1.021
H -3.8750 -0.5905 -5.7415 -0.004 0.008 -0.006 0.364
H 2.5349 -3.3985 6.2413 0.002 -0.001 -0.002 0.465
H 0.2238 -1.5151 -4.7094 -0.007 0.002 0.016 0.433
H -2.2700 -1.9929 -4.4890 -0.003 -0.012 0.011 0.243
O -0.9210 0.1403 -2.7404 -0.043 -0.087 0.398 -0.815
C -2.5101 0.8220 -4.8495 0.003 0.027 -0.017 -0.395
H 4.2582 -2.6824 4.6232 0.001 0.000 -0.001 0.464
H -3.8924 0.0658 -0.7752 0.001 0.008 0.011 0.770

52
Properties=species:S:1:pos:R:3:forces:R:3:mulliken_charge:R:1 method="wB97M-V/def2-TZVPD" smiles="CCOc1ccc(N(Cc2cc3ccc(C)cc3[nH]c2=O)C(=O)COC)cc1" e_lumo_ev=0.202 relative_energy_kcal_mol=39.6 molar_mass_g_mol=380.444 total_charge=0 e_tot_ha=-1263.23401 homo_ev=-8.075
C 5.9570 -1.2475 -0.7688 0.008 -0.008 0.000 -1.503
C -1.9797 0.3687 0.2119 -0.232 -0.367 -0.009 -0.244
H -0.7658 3.2183 1.4730 -0.047 -0.150 0.054 0.846
H -2.7997 4.2596 1.2785 -0.009 -0.015 -0.076 0.370
C 0.3775 1.4336 1.2479 0.086 0.313 -0.254 0.115
H 5.8950 -1.8204 -1.6930 0.049 -0.065 -0.040 0.343
H 6.1697 -1.9287 0.0506 0.062 -0.062 0.026 0.335
O 0.2578 0.2451 3.3069 -0.174 -0.018 0.218 -0.724
H -3.3931 4.6273 -0.3627 0.086 -0.162 0.097 0.400
H -2.2252 -0.2180 2.2604 0.024 0.068 0.114 0.355
C -0.9250 2.1413 1.5093 0.088 0.127 0.339 -1.199
H -1.8548 -1.7997 -2.3827 0.009 -0.039 -0.130 0.424
H -1.5823 -4.6719 0.9962 -0.119 0.067 -0.047 0.340
C 2.3015 0.9332 -0.1459 0.332 -0.331 0.139 0.675
O -1.3440 4.6542 -0.0618 -0.009 0.000 0.231 -0.346
H 4.2671 -1.4011 1.3602 0.059 -0.094 0.081 0.289
H 6.7878 -0.5501 -0.8676 0.089 -0.008 -0.003 0.338
H -1.2774 1.8593 2.5080 0.071 0.095 -0.138 0.296
H 0.7372 2.3416 -0.6215 -0.125 0.103 -0.106 0.479
H -0.0645 5.1554 -1.5260 -0.023 -0.019 -0.084 0.222
C -2.7411 2.6129 -0.1366 -0.169 0.523 -0.025 0.883
C 4.6811 -0.5012 -0.5356 -0.186 0.051 0.122 0.889
H -1.5587 -6.2050 -0.9740 0.084 -0.068 -0.041 0.328
C -1.9327 -1.4347 -1.3710 0.006 -0.133 0.062 -0.766
H -3.2960 -5.9775 -1.1781 -0.083 -0.045 -0.062 0.328
C -2.6163 4.1046 0.2119 -0.119 0.099 -0.073 -0.954
H 4.8149 0.5689 -2.3884 0.054 0.027 -0.110 0.415
H 2.7256 1.8257 -2.0461 -0.044 0.083 -0.091 0.445
H -1.7831 5.3830 -1.9493 0.028 -0.025 -0.010 0.297
C 2.7510 0.0106 0.8171 0.054 0.338 -0.594 -0.275
H -2.6771 -6.7874 0.2704 -0.016 -0.098 0.058 0.415
N -1.9014 1.7630 0.4968 0.177 -0.281 -0.012 0.353
H 2.3315 -0.8331 2.6418 -0.151 0.144 -0.060 0.217
C -2.1442 -0.5493 1.2373 -0.030 0.372 -0.243 -0.633
H -3.3396 -4.4409 0.7820 0.132 0.036 -0.017 0.377
H -2.3264 -2.5909 1.7906 -0.004 -0.091 0.047 0.403
H -1.0923 3.7455 -1.9134 0.021 -0.001 -0.036 0.231
N 2.0074 -0.1662 1.9508 0.086 -0.253 0.279 -0.014
C -2.1007 -2.3629 -0.3417 0.017 0.237 0.068 0.826
C -1.0638 4.7327 -1.4385 0.011 0.023 -0.124 -0.603
O -2.1494 -3.6677 -0.7206 0.015 0.058 -0.176 -0.410
C 4.2307 0.4173 -1.4930 -0.012 0.044 -0.059 -0.715
C -2.3978 -4.6565 0.2590 -0.055 -0.309 0.181 -0.255
O -3.5759 2.2415 -0.9400 -0.156 0.072 -0.112 -0.642
C 3.0665 1.1190 -1.3041 0.023 -0.112 0.155 -0.904
C 1.0874 1.6326 0.1156 -0.235 -0.035 0.561 0.322
H -1.7478 0.6208 -1.9020 0.003 0.078 -0.072 0.445
C -1.8689 -0.0867 -1.0974 0.013 -0.112 0.105 -0.393
C -2.2001 -1.9055 0.9676 0.001 -0.460 -0.101 -0.392
C -2.4886 -5.9980 -0.4516 0.050 0.448 0.097 -1.431
C 3.9360 -0.6970 0.6098 0.043 0.020 -0.082 -0.683
C 0.8312 0.4820 2.2576 0.216 -0.065 -0.047 0.086

53
Properties=species:S:1:pos:R:3:forces:R:3:mulliken_charge:R:1 method="wB97M-V/def2-TZVPD" smiles="O=C(CN(C(=O)c1ccc2c(c1)OCCO2)c1ccccc1)NC[C@H]1CCCO1" e_lumo_ev=0.700 relative_energy_kcal_mol=33.8 molar_mass_g_mol=396.443 total_charge=0 e_tot_ha=-1338.47616 homo_ev=-8.291
H 0.9853 -2.9901 3.2286 -0.076 -0.033 0.076 0.452
C 1.5024 -2.5366 2.3957 -0.126 0.087 -0.059 -0.256
H -3.1568 -1.8807 -2.4976 -0.030 -0.044 -0.054 0.386
C -1.4143 -2.8173 1.4958 -0.169 -0.210 -0.119 -1.058
C 2.8295 -1.3571 0.2699 0.053 0.023 -0.012 -1.247
H -1.0427 1.5535 -2.6281 -0.106 -0.034 0.008 0.348
H 3.4131 -3.2921 2.9745 0.039 -0.048 0.058 0.417
C 1.1731 3.0966 2.0117 -0.011 -0.049 -0.103 0.384
H 3.3439 -0.9058 -0.5654 0.041 0.048 -0.073 0.444
H 2.0359 2.1089 3.6818 0.097 0.011 0.103 0.462
C -0.5368 1.8818 0.8321 0.153 -0.006 0.105 -0.806
H -1.2657 1.8366 0.0399 -0.132 0.007 -0.101 0.582
O -2.4033 -0.3033 1.2132 -0.114 0.138 -0.051 -0.742
C -1.0770 -1.2357 -4.1010 0.134 0.011 0.289 -0.782
H 2.5769 4.6553 0.2718 -0.031 0.060 0.097 0.288
H 0.6795 0.0608 3.4110 0.048 -0.094 0.031 0.564
H -2.8983 -0.0579 -4.2727 -0.006 0.038 -0.032 0.273
H -1.4552 0.7904 -4.8260 -0.053 0.006 -0.037 0.341
C -1.6157 0.6228 -2.6500 -0.180 0.378 -0.082 -0.458
H -0.1098 -2.1816 -2.3556 -0.094 0.024 -0.036 0.516
H 4.6010 -2.2402 1.0865 0.089 -0.012 -0.010 0.417
C -1.8370 0.0957 -4.0810 -0.006 0.017 0.086 -0.638
H -0.9410 -3.6227 2.0575 -0.076 0.076 -0.114 0.473
H 2.4270 6.0039 1.4389 -0.047 -0.058 -0.084 0.348
H -2.4067 -2.6012 1.8976 0.125 -0.051 -0.015 0.448
H -1.5839 -2.0048 -4.6786 0.003 -0.057 -0.080 0.344
C -1.2073 -0.4021 1.4588 -0.044 0.111 0.198 0.638
O -0.9268 -4.1819 -0.4426 0.233 -0.240 -0.152 -0.671
C 1.3161 2.0229 2.8837 -0.021 0.165 -0.094 -0.951
O -0.0040 4.0844 0.1381 -0.056 -0.379 -0.072 -0.453
C 0.2182 3.0333 0.9910 0.032 -0.002 0.125 0.570
O -0.8558 -0.3490 -1.9520 0.142 -0.007 0.164 -0.289
H -2.1934 -3.3856 -2.4980 -0.083 0.111 -0.080 0.392
C -2.2462 -2.3578 -2.1322 0.498 0.078 -0.012 -1.311
H 0.9016 -0.6247 -0.3274 -0.063 0.063 -0.091 0.699
H -2.5709 0.7903 -2.1360 0.074 0.028 -0.031 0.249
H -2.6158 -1.5457 -0.2191 0.081 -0.183 0.049 0.389
C 0.7976 -1.7741 1.4729 0.589 -0.097 -0.169 -0.530
C 1.4633 -1.1912 0.4004 -0.069 -0.200 0.026 0.583
C 2.8680 -2.7012 2.2534 0.030 -0.044 0.035 -0.797
H -0.0727 -1.0973 -4.5008 -0.005 -0.054 -0.027 0.310
C 3.5348 -2.1093 1.1944 0.094 0.013 -0.016 -0.480
H -0.0610 5.6961 1.4234 0.037 -0.020 -0.106 0.285
C -0.3510 0.7933 1.6721 -0.066 0.482 0.032 -0.061
C -0.9942 -1.5917 -2.6145 -0.132 -0.551 -0.223 0.198
N -0.6039 -1.6115 1.6033 -0.123 -0.149 0.207 0.492
C 1.9753 5.0742 1.0902 -0.265 0.256 -0.464 -0.453
O 1.9789 4.1896 2.1889 -0.156 -0.315 0.253 -0.468
H 0.5196 5.9910 -0.2438 0.028 -0.017 0.108 0.346
C -1.5103 -3.2227 0.0178 -0.232 0.022 0.549 0.629
C 0.5626 0.8801 2.7197 -0.098 0.088 -0.037 -0.287
C 0.5461 5.2983 0.5986 0.406 0.288 0.286 -0.472
N -2.2922 -2.3867 -0.6907 -0.355 0.324 -0.248 -0.056

54
Properties=species:S:1:pos:R:3:forces:R:3:mulliken_charge:R:1 method="wB97M-V/def2-TZVPD" e_lumo_ev=0.245 relative_energy_kcal_mol=42.4 molar_mass_g_mol=412.442 total_charge=0 e_tot_ha=-1413.71832 homo_ev=-7.879
C -3.5224 5.6854 1.1025 0.040 0.427 0.017 -0.438
H 3.3816 -2.0063 -0.3437 0.054 0.078 0.018 0.624
C -1.1591 4.0324 0.9644 -0.415 0.137 -0.006 -0.289
C 0.8649 -2.7764 -0.9804 -0.104 -0.024 -0.087 -0.500
H -4.6881 -4.7270 0.6151 -0.077 0.025 -0.004 0.334
O -2.5126 -3.6490 0.1630 0.140 0.706 -0.115 -0.439
C -0.0124 -4.6519 -2.9210 0.160 -0.074 -0.209 -0.970
C -0.3880 -3.3709 -0.9565 -0.294 0.045 0.133 0.783
H -1.0137 4.9839 1.4504 -0.023 0.103 0.023 0.360
C -0.8451 -2.2276 1.1293 -0.271 -0.226 -0.261 -0.807
H -1.5672 0.5991 -0.7280 -0.030 -0.119 -0.061 0.400
H 0.6216 0.2148 -0.4478 0.151 0.157 0.097 0.026
H 6.7653 0.7414 1.2773 0.023 0.068 0.079 0.324
H -1.9412 6.4652 -0.1587 0.085 0.047 -0.036 0.343
C 2.1206 1.1309 0.5394 -0.227 -0.024 -0.205 0.629
N 4.3242 0.3434 0.2788 -0.189 0.575 0.159 -0.132
H -2.9569 5.7198 2.0418 -0.092 -0.045 -0.048 0.339
H -4.2969 -5.4169 -0.9612 -0.044 0.024 -0.072 0.256
C 0.3982 -1.6257 1.0823 0.197 -0.149 -0.143 -0.213
C 6.7092 0.4545 0.2295 0.089 -0.222 -0.070 -1.313
O -0.8799 -4.2029 -1.9072 -0.162 0.259 0.366 -0.432
C 2.9910 -0.0577 0.2350 0.063 -0.668 -0.145 0.296
O 2.5958 2.0890 1.1307 -0.043 0.083 0.087 -0.747
H 0.3085 -3.8284 -3.5675 0.003 -0.045 0.036 0.338
C -2.9722 6.6950 0.0990 -0.092 -0.374 0.168 -1.039
H -3.0165 7.6944 0.5231 0.017 0.130 0.029 0.352
H 0.8969 3.5073 1.1969 0.022 0.010 -0.004 0.515
H 0.7101 -0.9727 1.8824 0.027 0.041 0.080 0.427
C -0.1972 1.9586 0.2112 -0.160 0.376 0.171 0.354
H -3.5116 2.0999 -0.4761 -0.114 -0.046 -0.050 0.421
H -1.5175 -2.0442 1.9524 -0.099 -0.009 0.089 0.475
C 5.4556 -0.3557 -0.0185 0.205 0.318 0.063 0.821
C -1.2443 -3.0825 0.1198 0.309 -0.164 -0.079 0.861
H 6.6992 1.3562 -0.3788 0.013 0.097 -0.017 0.330
O 5.4640 -1.4892 -0.4440 0.014 -0.309 -0.081 -0.627
H 7.5790 -0.1430 -0.0269 -0.023 -0.014 -0.006 0.362
H 1.5529 -2.9834 -1.7846 0.046 -0.053 -0.112 0.600
C -2.6020 -4.9933 0.2329 -0.100 -0.768 0.175 0.761
C -2.5384 2.3966 -0.1194 -0.038 0.236 0.081 -0.771
C -4.0367 -5.4236 0.0956 0.168 0.007 0.052 -1.171
H 0.8634 -5.1535 -2.5005 -0.018 0.023 -0.009 0.389
O -1.6642 -5.7214 0.3950 -0.070 0.142 0.009 -0.530
O -3.5580 4.3694 0.5882 -0.043 -0.230 -0.105 -0.470
C -0.0646 3.1968 0.8244 0.206 -0.153 -0.011 -0.878
H -3.5665 6.6702 -0.8109 -0.045 0.031 -0.079 0.303
N 0.8688 1.0682 0.0356 0.153 -0.214 -0.216 -0.021
C -2.4092 3.6462 0.4933 0.136 -0.208 -0.056 0.726
H -0.5907 -5.3651 -3.5056 0.086 0.048 0.005 0.252
C -1.4508 1.5658 -0.2583 0.122 0.076 0.074 -0.426
H -4.1565 -6.4294 0.4860 0.035 -0.003 -0.004 0.338
H -4.5684 5.9162 1.3237 0.174 -0.020 0.055 0.313
H 4.4121 1.2947 0.6307 0.082 -0.255 -0.080 0.226
C 2.6037 -1.3133 -0.0522 0.453 0.266 0.018 -0.696
C 1.2625 -1.8844 0.0181 -0.498 -0.120 0.287 -0.966